Formula: C21H60N19O32
Source: OMol25
Level of theory: ωB97M-V with the def2-TZVPD basis set

```
132
Properties=species:S:1:pos:R:3:forces:R:3
C 1.325062 -2.786233 -1.869156 0.026 0.027 -0.102
C 0.816012 -1.453516 -2.414378 -0.029 0.057 0.054
N -0.342186 -1.610523 -3.304427 0.175 0.081 -0.261
C -1.571595 -1.673845 -2.915014 -0.040 0.252 0.197
N -1.958197 -1.578966 -1.603322 -0.278 -0.814 -0.627
C -3.451722 -1.727839 -1.633565 0.025 0.452 -0.030
C -3.611983 -2.546530 -2.899430 0.279 -0.183 0.081
N -2.633468 -1.863248 -3.812009 -0.042 0.082 0.794
H 1.259272 -3.567200 -2.630009 0.006 0.061 0.044
H 0.781272 -3.119761 -0.981525 -0.019 0.013 -0.083
H 2.375069 -2.680033 -1.598627 -0.088 -0.030 0.069
H 1.589230 -0.963329 -3.005049 -0.053 -0.003 0.035
H 0.511586 -0.772190 -1.615223 0.143 -0.018 -0.036
H -0.182874 -1.615571 -4.310238 -0.112 -0.121 0.032
H -1.465596 -2.226897 -0.998889 0.084 0.302 0.322
H -3.862525 -2.123761 -0.708436 0.170 -0.228 -0.088
H -3.839529 -0.714728 -1.791583 -0.099 -0.123 0.174
H -4.599543 -2.669832 -3.330917 0.043 0.287 -0.035
H -3.177735 -3.533064 -2.712018 -0.333 -0.104 -0.134
H -3.001758 -0.944269 -4.066012 0.045 -0.139 -0.466
C -1.400588 1.448227 -4.679253 -0.015 0.232 0.005
N -0.200008 0.986175 -5.420195 -0.268 -0.054 0.066
O 0.735809 1.730387 -5.558766 0.072 0.073 -0.014
O -0.255643 -0.161181 -5.839718 0.213 -0.199 -0.049
H -1.257498 2.475262 -4.367610 0.006 -0.023 0.021
H -2.249849 1.350366 -5.349385 -0.013 0.020 0.007
H -1.512960 0.793602 -3.819604 0.051 0.122 -0.017
C -2.347109 3.506910 -8.933512 0.003 0.038 0.011
N -3.164841 2.689323 -7.995444 -0.027 0.039 -0.078
O -3.144891 2.980769 -6.814178 0.090 0.021 0.104
O -3.803736 1.778811 -8.468704 -0.052 -0.101 -0.039
H -1.841910 4.275015 -8.361528 -0.002 -0.002 -0.007
H -1.650951 2.830117 -9.420287 -0.008 0.003 -0.011
H -3.029237 3.925216 -9.667676 0.008 -0.010 -0.009
C 4.380403 -2.301442 1.784999 -0.038 -0.014 -0.024
N 4.102813 -2.749308 0.398927 -0.020 -0.051 0.000
O 4.246904 -1.951582 -0.510556 -0.040 0.166 0.016
O 3.732628 -3.894979 0.231943 -0.026 -0.026 0.065
H 4.671808 -1.259947 1.740448 0.028 -0.005 0.025
H 3.475673 -2.463085 2.364650 0.029 -0.015 0.018
H 5.185287 -2.917081 2.176381 -0.026 0.017 -0.001
C -7.263390 -2.046917 -2.406231 -0.095 0.070 0.066
N -7.332911 -2.847890 -1.155309 0.167 0.054 -0.072
O -8.359762 -2.865671 -0.527246 -0.140 -0.030 0.048
O -6.306160 -3.431745 -0.847707 0.100 -0.034 0.061
H -8.204091 -1.535280 -2.568867 -0.026 -0.069 0.024
H -6.448197 -1.344440 -2.255346 -0.010 0.040 -0.127
H -7.040985 -2.727733 -3.220809 -0.021 0.025 -0.006
C 0.911217 -4.044194 4.176586 -0.007 -0.026 0.043
N 1.625046 -3.078508 5.059484 0.009 -0.132 0.023
O 1.182281 -2.888928 6.165812 -0.075 0.047 0.094
O 2.620174 -2.553665 4.600432 0.033 0.115 -0.134
H 0.057546 -4.431751 4.718914 0.004 0.000 -0.008
H 0.616591 -3.499801 3.284386 0.001 -0.014 -0.013
H 1.620229 -4.825041 3.917645 0.002 0.004 -0.012
C -2.036170 1.812039 0.178587 -0.167 0.011 0.001
N -2.043341 2.137711 -1.270597 0.207 0.202 0.177
O -2.891247 1.641112 -1.990060 -0.206 -0.243 -0.039
O -1.187872 2.903441 -1.652784 0.058 -0.071 -0.153
H -2.822551 1.093738 0.378681 0.001 0.001 -0.030
H -1.048937 1.421926 0.408278 0.010 0.033 0.021
H -2.194360 2.743013 0.719641 0.038 -0.041 -0.003
C -1.541743 5.493836 3.943100 0.021 0.062 0.001
N -1.893974 4.668074 2.761117 -0.063 -0.032 0.038
O -2.238964 5.220690 1.743613 -0.030 0.067 -0.122
O -1.825795 3.455291 2.884923 0.099 -0.097 0.095
H -1.673155 6.533746 3.671003 0.001 -0.008 0.011
H -2.200905 5.195323 4.753016 -0.016 0.027 -0.023
H -0.513193 5.264381 4.206137 -0.003 -0.017 0.003
C -8.174553 -0.154521 -6.976237 -0.046 0.009 -0.021
N -8.178341 -0.968927 -5.731076 -0.025 -0.032 -0.089
O -9.183061 -0.978918 -5.059584 -0.102 0.031 0.158
O -7.163708 -1.586951 -5.464889 0.186 0.033 -0.015
H -9.144218 0.319666 -7.065634 0.005 -0.005 -0.006
H -7.368247 0.567453 -6.885219 0.017 -0.014 -0.012
H -7.972785 -0.834054 -7.798969 0.015 0.008 0.000
C 5.681902 -3.721706 -2.811973 -0.009 -0.034 0.044
N 7.064765 -3.865989 -3.345468 -0.073 0.011 0.015
O 7.965557 -3.341521 -2.731610 0.092 0.056 0.075
O 7.187301 -4.505141 -4.368170 0.002 -0.066 -0.112
H 5.710849 -3.131473 -1.905876 0.070 0.000 -0.058
H 5.093848 -3.238357 -3.586962 -0.002 -0.018 -0.008
H 5.306016 -4.724516 -2.630648 -0.016 0.007 -0.011
C 1.164362 2.311886 3.601703 -0.017 -0.053 0.001
N 1.552798 3.168526 4.757558 -0.018 -0.042 -0.064
O 0.717681 3.375262 5.613706 -0.106 0.034 0.056
O 2.676985 3.612167 4.753289 0.133 0.035 0.004
H 0.139742 1.993586 3.747974 0.000 0.005 0.007
H 1.270683 2.923933 2.709925 0.026 -0.010 -0.015
H 1.864409 1.480942 3.569971 0.003 0.035 0.011
C 8.439711 -1.004098 4.076028 -0.086 -0.054 0.000
N 7.469566 -1.804078 3.280433 -0.003 -0.035 -0.045
O 6.775037 -2.621573 3.857324 0.067 0.007 0.024
O 7.416695 -1.597712 2.082293 0.029 0.026 0.035
H 8.368520 -1.305305 5.112940 -0.004 0.019 -0.040
H 9.423529 -1.205745 3.664154 0.003 0.037 0.004
H 8.187248 0.040875 3.926813 0.027 -0.006 -0.035
C 1.313576 4.755702 -3.104420 -0.056 -0.067 -0.020
N 1.845656 5.259535 -1.806944 0.015 -0.017 -0.096
O 1.094925 5.275313 -0.855533 -0.102 -0.019 0.128
O 3.003891 5.609887 -1.793586 0.097 0.032 -0.001
H 0.276732 4.477474 -2.959703 0.007 0.025 0.013
H 1.429270 5.546758 -3.839055 0.036 0.019 0.031
H 1.926648 3.903667 -3.384650 0.005 0.016 -0.037
C 11.580858 1.781334 6.772106 -0.008 -0.022 0.025
N 10.579387 0.981281 6.014452 0.052 0.024 -0.007
O 9.898401 0.188321 6.626561 -0.018 -0.008 0.065
O 10.512484 1.179521 4.817933 0.011 0.034 -0.026
H 11.521913 1.495311 7.814863 0.003 0.005 -0.006
H 12.553398 1.564117 6.340759 -0.001 0.011 -0.003
H 11.333991 2.827528 6.618602 0.010 0.000 -0.006
C -12.224910 -0.980647 -2.947369 0.006 -0.011 0.045
N -13.187017 -0.880074 -4.080452 0.086 0.007 0.043
O -14.337329 -1.191515 -3.877913 -0.131 -0.043 0.032
O -12.738307 -0.487945 -5.136759 0.045 0.046 -0.111
H -12.756323 -1.336438 -2.073239 -0.017 -0.005 -0.023
H -11.441028 -1.665471 -3.257446 0.013 0.019 -0.004
H -11.811448 0.011950 -2.795580 0.018 -0.009 -0.006
C 9.284786 -4.930188 7.205626 0.031 -0.014 -0.005
N 9.263446 -3.599176 6.539514 -0.019 -0.070 0.026
O 10.127172 -3.357024 5.723773 0.093 0.011 -0.097
O 8.372632 -2.843001 6.857457 -0.090 0.047 0.094
H 10.129248 -5.487551 6.819767 -0.006 -0.001 0.006
H 9.364821 -4.750795 8.273587 -0.012 -0.006 -0.001
H 8.337718 -5.411484 6.980990 -0.001 0.001 0.012
C -4.081484 4.577366 8.533582 -0.041 -0.024 0.017
N -4.151187 4.707410 7.052664 0.015 0.028 0.077
O -4.827783 3.917486 6.437134 -0.056 -0.110 -0.061
O -3.510599 5.612536 6.554545 0.072 0.071 -0.021
H -4.697080 3.736167 8.826938 0.007 0.008 0.006
H -3.036318 4.432497 8.790206 -0.001 0.009 0.006
H -4.438703 5.513392 8.952328 0.012 0.001 0.004
```
Positions in Å, forces in eV/Å.

Properties
Charge: +1
LUMO energy: -2.768 eV

=====

Formula: C21H61N2O14S13
Source: OMol25
Level of theory: ωB97M-V with the def2-TZVPD basis set

```
111
Properties=species:S:1:pos:R:3:forces:R:3
O -0.873802 -1.624528 -0.064502 -1.228 0.094 -1.319
S -0.160312 -0.657884 -0.873910 2.623 -0.164 2.760
O 1.137009 -0.398573 -0.237863 -0.609 0.330 -1.430
N -0.842552 0.769236 -1.214055 -1.082 -2.097 0.936
S -2.365933 1.103890 -0.795177 0.078 4.257 -2.275
O -2.389607 2.400474 -0.155118 0.495 -0.827 1.223
O -3.186677 1.223431 -2.000355 0.089 -1.578 0.311
N -3.198638 0.015352 0.259344 0.731 0.649 -0.836
C -3.736465 -0.827162 -0.407504 -1.193 -2.523 -0.005
S -4.469426 -2.063117 -1.085486 0.423 0.985 0.331
H 0.169487 -1.287271 -2.053466 -0.560 0.616 0.183
C -2.326528 0.916016 4.260332 -0.025 -0.125 0.258
S -1.229372 1.413988 2.923016 -0.097 0.281 -0.215
O -1.169775 0.291091 1.956236 0.170 0.073 0.492
C 0.283523 1.363665 3.901510 0.111 -0.039 0.202
H -3.337756 0.842710 3.860777 0.071 0.012 -0.119
H -2.017004 -0.055099 4.651604 0.024 -0.027 -0.106
H -2.298724 1.669292 5.048444 0.045 0.065 -0.086
H 0.424094 0.364379 4.316774 -0.028 -0.019 -0.062
H 0.219171 2.101689 4.703485 -0.083 0.019 -0.030
H 1.119667 1.607052 3.247042 -0.092 -0.040 -0.090
C -0.238560 -5.470300 0.113589 -0.236 -0.078 -0.079
S 1.260720 -4.742082 -0.561548 0.044 0.243 0.117
O 1.034098 -4.526933 -2.020026 0.025 -0.206 0.028
C 2.270683 -6.223986 -0.390114 0.014 -0.184 -0.153
H -1.029174 -4.721729 0.067410 0.128 0.102 -0.006
H -0.523896 -6.343201 -0.476100 0.096 0.007 -0.037
H -0.067232 -5.755396 1.152278 0.049 0.051 -0.009
H 1.815919 -7.045678 -0.947504 -0.018 0.007 0.009
H 2.359145 -6.486806 0.665597 -0.048 0.068 0.014
H 3.261145 -6.013806 -0.794843 -0.051 0.058 -0.048
C 2.013426 -10.363243 -4.567751 -0.063 -0.129 0.057
S 2.361379 -8.966787 -3.488939 0.098 0.027 -0.015
O 1.296257 -8.936942 -2.445540 -0.044 -0.053 -0.105
C 1.969050 -7.689721 -4.691609 0.006 0.169 -0.010
H 2.160487 -11.281661 -4.000161 0.051 0.099 0.099
H 0.984501 -10.314983 -4.919377 0.047 0.066 -0.032
H 2.698801 -10.348088 -5.414886 -0.049 0.053 -0.013
H 0.942100 -7.808821 -5.032410 0.022 -0.079 0.053
H 2.657471 -7.761665 -5.534164 0.000 -0.059 0.024
H 2.083817 -6.719081 -4.208282 -0.007 -0.068 0.097
C 5.622136 -4.354133 1.120865 0.129 -0.037 0.103
S 5.012235 -3.872030 -0.504387 -0.103 0.181 -0.061
O 5.575217 -4.836493 -1.492604 0.111 -0.009 0.147
C 5.972677 -2.355798 -0.621666 0.125 0.027 -0.004
H 5.173148 -5.310875 1.384713 -0.039 0.027 -0.081
H 6.708070 -4.456067 1.094169 -0.014 0.004 -0.072
H 5.331170 -3.601882 1.854691 -0.049 0.006 -0.049
H 7.035979 -2.585478 -0.535677 -0.031 -0.099 -0.002
H 5.667421 -1.671178 0.169630 -0.092 0.004 -0.064
H 5.774358 -1.899011 -1.589631 -0.111 -0.013 0.053
C -3.243780 6.185027 6.574980 0.073 0.220 -0.079
S -3.414491 4.424305 6.243046 -0.240 0.120 -0.075
O -2.142231 3.970655 5.623324 0.249 -0.058 0.043
C -4.615308 4.600274 4.915519 -0.023 0.072 -0.170
H -2.497229 6.314870 7.357749 -0.023 -0.102 0.003
H -2.917767 6.699228 5.668574 0.016 -0.133 -0.064
H -4.200078 6.584664 6.915132 -0.007 -0.066 0.016
H -4.195467 5.221580 4.122007 0.138 -0.027 0.058
H -5.527680 5.050369 5.309004 0.013 -0.051 0.055
H -4.840097 3.609271 4.523172 0.036 -0.009 0.070
C -1.177387 -7.977682 -7.070462 0.035 0.100 -0.021
S -0.864619 -9.658280 -7.633803 -0.041 0.003 0.014
O 0.578438 -9.947416 -7.401325 -0.124 0.129 -0.101
C -1.064860 -9.304799 -9.388261 0.037 0.055 -0.115
H -1.066461 -7.952729 -5.987825 -0.045 -0.077 -0.026
H -0.459753 -7.294439 -7.526171 0.031 -0.063 -0.010
H -2.194646 -7.689115 -7.336493 0.000 -0.052 0.014
H -0.353448 -8.536961 -9.694020 0.022 -0.013 0.071
H -2.085613 -8.970723 -9.576634 0.000 -0.024 0.044
H -0.874245 -10.220849 -9.945144 0.006 -0.018 0.091
C -7.015651 0.896586 0.136806 -0.117 -0.311 -0.248
S -6.694344 2.323936 1.149756 0.280 0.334 0.243
O -7.763428 2.415238 2.188187 -0.102 -0.043 -0.146
C -7.074287 3.549572 -0.111737 -0.065 0.045 -0.149
H -6.864178 0.009751 0.750598 0.059 0.042 -0.003
H -8.039582 0.906156 -0.240631 -0.013 0.096 0.066
H -6.306725 0.891254 -0.693182 0.057 -0.031 0.055
H -8.102693 3.421799 -0.453330 -0.005 -0.057 0.067
H -6.380687 3.435926 -0.945682 0.054 -0.026 0.066
H -6.955688 4.538951 0.327070 0.037 -0.069 0.066
C -0.282514 6.525843 1.006123 0.010 0.270 -0.019
S -0.874668 5.598480 2.429532 -0.173 -0.324 0.043
O -1.930620 6.425115 3.092315 0.153 0.178 -0.011
C 0.631008 5.770658 3.399867 0.094 0.177 0.215
H -1.087959 6.578063 0.275211 -0.031 -0.118 0.070
H 0.001126 7.534500 1.311877 0.025 -0.040 0.073
H 0.572381 6.009784 0.568571 -0.040 -0.059 0.033
H 0.858374 6.827440 3.552112 -0.019 0.015 -0.117
H 1.455566 5.280552 2.880989 -0.055 -0.013 -0.048
H 0.473740 5.289183 4.364999 -0.157 -0.074 -0.086
C 2.713953 3.057509 -1.558152 0.076 0.216 -0.047
S 3.028628 1.373418 -2.106772 -0.183 -0.323 0.023
O 4.473340 1.082445 -1.860259 0.037 0.221 -0.118
C 2.850058 1.722042 -3.867274 0.130 0.212 -0.121
H 2.813587 3.086109 -0.474404 -0.031 -0.129 -0.023
H 3.438815 3.737270 -2.010467 0.039 -0.064 -0.017
H 1.699686 3.344705 -1.837452 -0.028 -0.112 0.046
H 3.567172 2.487324 -4.170761 0.019 -0.014 0.031
H 1.831917 2.058047 -4.067034 -0.014 -0.050 0.065
H 3.044079 0.802669 -4.417660 -0.004 -0.028 0.106
C 2.574337 9.634965 5.296011 0.070 -0.081 0.101
S 2.356086 10.266007 3.623883 -0.088 0.013 -0.038
O 2.169018 9.093959 2.727970 0.095 0.047 0.119
C 4.052903 10.834427 3.417566 0.141 -0.030 0.014
H 1.633913 9.190564 5.618501 -0.016 0.036 -0.094
H 3.358278 8.876792 5.306254 -0.015 0.005 -0.076
H 2.835295 10.457033 5.963551 -0.028 0.020 -0.039
H 4.741357 9.998951 3.549049 -0.064 -0.035 -0.008
H 4.264650 11.617025 4.147019 -0.049 0.001 -0.008
H 4.157558 11.237922 2.411782 -0.092 -0.030 0.012
```
Positions in Å, forces in eV/Å.

Properties
Charge: -1
LUMO energy: 1.660 eV

=====

Number 1: gap between HOMO and LUMO 9.44 eV. Number 2: gap between HOMO and LUMO 7.39 eV.